The following is a DFT calculation (ωB97M-V/def2-TZVPD) of 2 unconnected molecules or ions with the total composition C2H8O3 in a non-equilibrium geometry.

```
13
Properties=species:S:1:pos:R:3:mulliken_charge:R:1
O 0.4256 2.6991 -0.3395 -0.61
O 0.0000 0.0000 0.0000 -0.50
O 2.3911 2.4993 -1.5680 -0.65
C 0.2994 2.1124 0.9621 -0.68
C 0.9266 0.7034 0.8400 -0.09
H 0.8802 2.7135 1.6878 0.29
H 1.3541 2.7489 -0.6490 0.48
H 1.8426 2.7547 -2.3440 0.33
H -0.7165 0.6454 -0.1748 0.34
H 3.0471 1.8599 -1.9275 0.32
H -0.7570 2.1137 1.2931 0.32
H 1.9403 0.5619 0.4182 0.19
H 0.9005 0.2044 1.8278 0.25
```

Output
Max |F|: 3.42 eV/Å
HOMO-LUMO gap: 0.3687 Eh
Total charge: 0
Energy relative to the best compared isomer or geometry (same formula, charge and spin): 115.06 kJ/mol
Calculated total energy: -8344.80918 eV
SMILES: OCCO.O
Lowest unoccupied orbital energy: 0.439 eV

The following is a DFT calculation (ωB97M-V/def2-TZVPD) of a molecular structure, C20H29N6O2PtSi.

```
59
Properties=species:S:1:pos:R:3:mulliken_charge:R:1
Pt -0.6911 0.4255 2.5781 0.63
Si -3.1726 -0.3138 1.1564 0.27
O 2.5214 0.3008 -0.0620 -0.68
O 0.4083 0.5492 -0.3628 -0.59
N -1.7437 1.8093 -2.7814 0.35
N 3.4698 0.8210 2.2772 -0.29
N 0.4489 1.5091 4.0794 -0.65
N 1.1552 0.5952 1.7115 -0.32
N 1.3938 0.4646 0.3381 1.12
N 1.8127 1.3456 3.7603 -0.29
C -5.9096 -0.4202 0.8539 -0.29
C -1.0974 3.0569 -2.2754 -0.52
C -0.9356 1.0540 -3.7677 -0.70
C -1.4952 -0.9624 1.2812 -1.22
C -2.9196 1.4699 -2.4528 -0.30
C -0.1067 3.5930 -3.3066 -0.69
C -3.7624 2.7548 3.9501 -0.65
C -4.6173 -1.6068 -0.8463 -0.20
C -7.0747 -0.9080 0.2953 -0.75
C -5.7884 -2.0696 -1.4068 -0.78
C -0.7832 1.8991 -5.0382 -0.60
C 2.1860 0.8944 2.5415 0.83
C -3.7883 2.0954 2.7397 -0.39
C -4.6630 -0.7772 0.2966 0.54
C -0.6687 3.3980 -4.7111 -0.64
C -3.1761 2.1700 5.0859 -0.56
C -3.2196 0.8168 2.6209 0.37
C -7.0116 -1.7198 -0.8336 -0.41
C -2.6082 0.2240 3.7671 -0.39
C -2.6191 0.9178 5.0026 -0.83
H -4.2225 3.7310 4.0365 0.46
H -0.6125 2.7929 -1.3350 0.09
H 0.2386 2.5007 4.1943 0.33
H -1.6503 3.8748 -4.7765 0.31
H 0.1113 1.5447 -5.5501 0.37
H -1.9000 3.7696 -2.0895 0.54
H -1.6246 1.7144 -5.7052 0.29
H 0.2716 1.0432 4.9672 0.41
H -1.4254 0.1004 -3.9518 0.49
H -2.4325 -0.8511 3.8163 0.56
H -4.2682 2.5631 1.8892 0.50
H -3.2042 2.6950 6.0317 0.49
H -5.7636 -2.7149 -2.2742 0.44
H -0.0397 3.8946 -5.4462 0.37
H -2.2281 0.4291 5.8876 0.65
H 2.5008 1.6163 4.4482 0.19
H -3.6636 -1.9137 -1.2627 0.55
H -5.9612 0.2174 1.7287 0.38
H -3.5054 2.0968 -1.7902 0.36
H 0.0671 4.6458 -3.0878 0.43
H 0.0221 0.8688 -3.2806 0.23
H -0.9511 -1.1353 0.3575 0.69
H -8.0325 -0.6604 0.7315 0.43
H -3.3508 0.5634 -2.8613 0.28
H -7.9287 -2.0922 -1.2717 0.44
H 4.1615 1.1085 2.9538 0.20
H 0.8556 3.0872 -3.2069 0.34
H 3.7755 0.4857 1.3743 0.23
H -1.5540 -1.9292 1.8052 0.60
```

Output
Max |F|: 0.70 eV/Å
HOMO-LUMO gap: 0.2916 Eh
Total charge: +3
Energy relative to the best compared isomer or geometry (same formula, charge and spin): 13.09 kJ/mol
Calculated total energy: -45340.94650 eV
Lowest unoccupied orbital energy: -9.718 eV

The following is a DFT calculation (ωB97M-V/def2-TZVPD) of 2 unconnected molecules or ions with the total composition C2H8NO in a non-equilibrium geometry.

```
12
Properties=species:S:1:pos:R:3:mulliken_charge:R:1
O -2.4030 0.1212 -1.1958 -1.07
N -0.2004 0.2661 0.1223 -0.27
C 0.1836 -1.0948 0.5256 -0.97
C 0.9266 1.1424 0.1691 -0.91
H -1.8221 -0.3655 -1.7985 0.19
H 1.1854 -1.1324 0.9560 0.38
H 0.1173 -1.8285 -0.3022 0.20
H 1.1500 1.4324 1.2209 0.22
H -1.2618 0.1726 -0.2982 0.41
H -0.5583 -1.4307 1.2590 0.27
H 0.8548 2.0836 -0.4199 0.30
H 1.8279 0.6335 -0.2382 0.26
```

Output
Max |F|: 2.02 eV/Å
HOMO-LUMO gap: 0.2573 Eh
Total charge: -1
Energy relative to the best compared isomer or geometry (same formula, charge and spin): 115.93 kJ/mol
Calculated total energy: -5739.97220 eV
Lowest unoccupied orbital energy: 4.404 eV

The following is a DFT calculation (ωB97M-V/def2-TZVPD) of a gas-phase ion, C8H8NS (charge +1) in a non-equilibrium geometry.

```
18
Properties=species:S:1:pos:R:3:mulliken_charge:R:1
S 1.8087 -0.2031 1.6986 -0.11
N 1.1223 -0.4900 -0.8976 0.14
C -1.3060 0.0269 -0.6977 -0.86
C 2.2968 -0.6520 -0.0064 -0.54
C -2.2927 0.4329 0.1441 -0.56
C -0.7487 0.7818 1.9869 -0.53
C -0.0385 0.0023 -0.0825 0.90
C 1.0576 -0.6200 -2.1791 -0.13
C -2.0592 0.9338 1.5080 -0.84
C 0.2628 0.2311 1.1593 0.87
H 1.8464 -1.0795 -2.6623 0.33
H -1.3805 -0.3419 -1.7895 0.09
H 3.1688 0.1019 -0.2683 0.37
H -2.8379 1.2822 2.0821 0.50
H -0.5068 1.0976 2.9463 0.45
H 0.1479 -0.4346 -2.7033 0.22
H -3.3690 0.5667 -0.1718 0.29
H 2.8279 -1.6360 -0.0666 0.42
```

Output
Max |F|: 6.03 eV/Å
HOMO-LUMO gap (alpha / beta): 0.2678 / 0.2679 Eh
Total charge: +1
Energy relative to the best compared isomer or geometry (same formula, charge and spin): 0.00 kJ/mol
Calculated total energy: -20742.46316 eV
SMILES: C=[N+]1CSc2ccccc21
Lowest unoccupied orbital energy (alpha / beta): -5.212 / -5.211 eV

The following is a DFT calculation (ωB97M-V/def2-TZVPD) of 2 unconnected molecules or ions with the total composition C4H7N3.

```
14
Properties=species:S:1:pos:R:3:mulliken_charge:R:1
N 0.9084 0.5569 -0.7205 -0.18
N -2.3604 0.8304 -1.1369 -0.56
N -1.2229 1.3493 -1.0166 0.09
C -0.1932 1.1400 -0.2931 -0.02
C 2.0628 0.3897 0.1428 -0.71
C -1.4432 -1.3775 0.8870 -0.45
C -0.6488 -1.9972 1.5472 -0.41
H 1.9313 1.0573 0.9954 0.31
H 2.1310 -0.6413 0.5081 0.25
H -2.1396 -0.8203 0.2800 0.51
H 2.9866 0.6534 -0.3831 0.29
H 0.9078 0.0351 -1.5930 0.27
H 0.0345 -2.5546 2.1495 0.38
H -2.9116 1.4629 -1.7281 0.22
```

Output
Max |F|: 0.54 eV/Å
HOMO-LUMO gap (alpha / beta): 0.3499 / 0.3499 Eh
Total charge: 0
Energy relative to the best compared isomer or geometry (same formula, charge and spin): 488.91 kJ/mol
Calculated total energy: -8726.61210 eV
Lowest unoccupied orbital energy (alpha / beta): 0.704 / 0.703 eV

The following is a DFT calculation (ωB97M-V/def2-TZVPD) of 2 unconnected molecules or ions with the total composition C5H7NO.

```
14
Properties=species:S:1:pos:R:3:mulliken_charge:R:1
O 1.2958 0.4470 -0.3147 -0.32
N 1.8674 -1.7866 -0.1442 -0.75
C 0.9681 -0.8940 -0.1515 0.54
C -1.3798 -0.2272 -0.0878 -0.16
C -0.4522 -1.1974 -0.0199 -0.37
C -0.9669 1.1535 -0.2067 -0.26
C 0.3439 1.4107 -0.3020 -0.41
H -0.3952 0.0790 -2.8736 -0.05
H 2.7904 -1.3753 -0.2770 0.27
H -1.6842 1.9645 -0.2073 0.36
H -0.6936 -2.2430 0.1297 0.35
H 0.7864 2.3971 -0.3866 0.36
H -0.0799 0.7411 -3.0055 0.07
H -2.4364 -0.4746 -0.0470 0.38
```

Output
Max |F|: 0.33 eV/Å
HOMO-LUMO gap: 0.3302 Eh
Total charge: 0
Energy relative to the best compared isomer or geometry (same formula, charge and spin): 195.39 kJ/mol
Calculated total energy: -8834.17770 eV
SMILES: [H]/N=c1/cccco1.[H][H]
Lowest unoccupied orbital energy: 0.490 eV